Density functional theory data (wB97M-V/def2-TZVPD) for a single C8H8BrNO2S molecule.

Its spin multiplicity is 3. The value obtained for the molecular weight is 262.13 g/mol. As for the strongest force on any atom: 4.22 eV Å⁻¹. For the HOMO energy (alpha / beta), the calculation gives -7.779 / -9.675 eV. As for the net charge: 0. For the LUMO energy (alpha / beta), the calculation gives 0.0174 / -0.0896 Ha. As for the gap between HOMO and LUMO (alpha / beta): 8.25 / 7.24 eV.

Cartesian coordinates (Å):
Br (-2.038, -0.166, 1.954)
S (-0.758, 1.232, -0.934)
O (-2.113, 0.833, -0.746)
O (-0.302, 1.873, -2.085)
N (-0.165, 2.151, 0.339)
C (1.093, -1.941, 0.795)
C (0.339, -0.778, 0.496)
C (1.438, -2.744, -0.306)
C (1.157, -2.295, -1.589)
C (0.693, -1.003, -1.877)
C (-0.253, 0.051, 1.508)
C (-1.168, 2.831, 1.029)
C (0.237, -0.285, -0.794)
H (-0.734, 2.984, 2.067)
H (-1.160, 3.932, 0.514)
H (-2.195, 2.534, 1.011)
H (2.017, -3.742, -0.145)
H (1.366, -2.370, 1.728)
H (1.491, -3.062, -2.291)
H (0.561, 0.459, 2.172)
H (0.492, -0.495, -2.848)